Here is one molecule with the formula C4H4O3 from OMol25. Energies are from ωB97M-V with the def2-TZVPD basis set.

```
11
C4H4O3 | OMol25 | ωB97M-V with the def2-TZVPD basis set
O -0.628 -2.394 -0.054
O 1.477 0.718 1.596
O 0.175 0.732 -1.553
C -0.665 -1.332 -0.631
C -0.234 1.316 -0.398
C 0.001 -0.111 -0.126
C 0.831 -0.207 1.165
H -1.165 1.850 -0.264
H 0.641 1.723 0.111
H -1.083 -1.196 -1.640
H 0.650 -1.100 1.795
```

## Properties
Lowest unoccupied orbital energy ... -0.7 eV
Structure (SMILES) ... O=CC1(C=O)CO1
Gap between HOMO and LUMO ... 9.6 eV



Here is C28H41N4O2P2PbS as an isolated structure from OMol25. Energies are from ωB97M-V with the def2-TZVPD basis set.

```
79
C28H41N4O2P2PbS | OMol25 | ωB97M-V with the def2-TZVPD basis set
Pb -2.108 1.485 1.660
S -3.753 -0.536 2.014
P -1.316 1.577 4.331
P 0.529 2.809 0.135
O -0.391 0.003 1.248
O 1.041 -0.988 -0.146
N 1.471 -3.443 -1.482
N 2.757 -3.617 -1.691
N -3.823 -2.295 3.962
N -1.725 -1.891 3.111
C 0.244 4.511 -2.011
C 0.243 3.183 -1.548
C 0.223 0.703 4.711
C -3.403 -0.404 7.241
C 2.532 -6.022 -2.123
C 0.997 4.141 1.194
C -3.038 -1.647 3.135
C 1.618 6.268 2.856
C -0.011 4.764 -3.344
C -0.291 2.392 -3.757
C -4.711 -0.043 6.945
C 0.407 6.263 2.171
C -3.939 1.240 5.069
C 0.088 5.201 1.345
C 0.635 -0.016 0.476
C -0.280 3.710 -4.213
C -3.387 -3.377 4.837
C -1.034 3.282 4.889
C 3.162 -4.412 -3.961
C 4.769 -4.868 -2.069
C 2.210 4.143 1.896
C 3.305 -4.758 -2.476
C -0.038 2.121 -2.430
C 1.477 1.281 0.378
C -2.622 0.882 5.361
C -2.357 0.055 6.453
C 2.514 5.213 2.720
C -4.980 0.782 5.858
H 1.504 -6.006 -2.496
H 1.186 -2.623 -0.938
H -1.343 -0.220 6.710
H -0.480 3.916 -5.256
H 3.016 -6.867 -2.611
H -0.238 3.747 4.302
H 3.326 -2.785 -1.581
H 2.219 1.185 -0.412
H -0.760 3.280 5.945
H 5.306 -3.938 -2.266
H 1.994 1.386 1.335
H 5.245 -5.648 -2.660
H 2.929 3.344 1.774
H -1.315 -2.631 3.658
H 1.867 7.103 3.498
H -0.498 1.585 -4.446
H -2.647 -3.015 5.552
H 0.476 5.328 -1.341
H -0.048 1.096 -2.077
H 3.460 5.235 3.244
H -3.195 -1.030 8.099
H -5.522 -0.390 7.572
H -1.179 -1.462 2.378
H 1.013 1.082 4.062
H -4.791 -2.008 3.979
H 0.112 -0.362 4.523
H 2.116 -4.274 -4.236
H 2.538 -6.213 -1.049
H 4.872 -5.126 -1.015
H 3.564 -5.234 -4.553
H -5.997 1.077 5.637
H -4.162 1.889 4.227
H -2.981 -4.204 4.253
H -1.942 3.872 4.769
H 0.010 5.780 -3.713
H 0.519 0.873 5.746
H -0.858 5.192 0.814
H -0.283 7.088 2.281
H 0.911 -4.284 -1.513
H -4.247 -3.740 5.390
H 3.722 -3.512 -4.214
```

## Properties
Net charge ... +3
Lowest unoccupied orbital energy (spin up / spin down) ... -7.8 / -10.3 eV
Gap between HOMO and LUMO (spin up / spin down) ... 7.8 / 5.8 eV



Number 1: strongest force on any atom 2.0 eV/Å. Number 2: strongest force on any atom 0.4 eV/Å.